(1)
18
Properties=species:S:1:pos:R:3 method="wB97M-V/def2-TZVPD" mol_weight_g_mol=101.1 charge=0 energy_ev=-8895.302 spin_multiplicity=1 orbital_gap_ev="9.00 / 7.53" e_above_lowest_kj_mol=617.0
C -0.7419 0.0734 0.6868
C 0.2953 0.4812 -1.5162
C -2.1964 -0.5648 -1.3354
C 2.1368 1.6597 2.1292
C -1.0631 0.3884 -0.7093
N 1.1319 0.6876 2.3381
O 0.3538 0.6205 1.1693
H -1.3741 -0.6228 1.2748
H 0.4835 -0.5149 -1.9120
H 1.0347 0.6880 -0.7770
H 0.3268 1.2104 -2.2651
H -1.8302 -1.6420 -1.2463
H -2.5694 -0.5382 -2.3891
H -3.0482 -0.3906 -0.7460
H 2.9814 1.1156 1.6005
H 1.6692 2.5937 1.4885
H 2.4764 1.9364 3.0858
H -1.6000 1.3810 -0.7234

(2)
18
Properties=species:S:1:pos:R:3 method="wB97M-V/def2-TZVPD" mol_weight_g_mol=101.1 smiles="CC(C)=O.C=NC" charge=0 energy_ev=-8899.081 spin_multiplicity=1 orbital_gap_ev=9.21 e_above_lowest_kj_mol=252.4
C -2.3558 -0.0757 1.2484
C -1.6183 1.4604 -0.6528
N -1.9353 1.1897 0.5205
H -1.7153 -0.9187 0.9837
H -3.3757 -0.3287 0.9637
H -2.2929 0.0973 2.3212
H -1.5606 2.4771 -1.0195
H -1.2204 0.6662 -1.2978
C 1.2387 -1.6250 -0.6378
C 2.1240 0.7116 -0.2494
C 1.1071 -0.3358 0.1480
O 0.5884 -0.3500 1.2686
H 2.1367 -2.1497 -0.3132
H 1.3650 -1.4384 -1.7025
H 0.3820 -2.2711 -0.4634
H 1.9359 1.0401 -1.2720
H 2.0735 1.5689 0.4173
H 3.1229 0.2817 -0.2630

(3)
18
Properties=species:S:1:pos:R:3 method="wB97M-V/def2-TZVPD" mol_weight_g_mol=101.1 charge=0 energy_ev=-8897.294 spin_multiplicity=1 orbital_gap_ev=8.47 e_above_lowest_kj_mol=424.8
C -0.3526 -2.7579 0.0580
N -0.1972 -1.3484 -0.2178
C 0.6516 -0.6756 0.4903
O 1.4698 -0.8811 1.4161
C 0.7312 0.7931 0.1616
C -0.6038 1.1538 -1.4399
C 0.2056 1.7566 1.1720
H -0.1567 -3.3492 -0.8452
H -1.3817 -2.9729 0.3728
H 0.3321 -3.0881 0.8510
H -0.4842 0.0586 -0.9797
H 1.6447 1.0872 -0.3552
H -1.5583 1.5305 -1.0672
H -0.6993 0.7902 -2.4716
H 0.1052 1.9822 -1.5040
H 0.2805 2.7988 0.8538
H -0.8239 1.5130 1.4486
H 0.8368 1.6092 2.0564

(4)
18
Properties=species:S:1:pos:R:3 method="wB97M-V/def2-TZVPD" mol_weight_g_mol=101.1 charge=0 energy_ev=-8898.215 spin_multiplicity=1 orbital_gap_ev=7.64 e_above_lowest_kj_mol=336.0
C 1.2903 1.1621 -1.4799
C 1.2560 0.8214 -0.0009
N 0.3443 -0.3050 0.3072
C 0.5533 -0.7734 1.7698
C -1.0758 0.0144 0.1390
O -1.4514 1.1614 0.1467
C -1.9784 -1.1804 -0.0479
H 2.0241 1.9561 -1.6422
H 0.3181 1.5227 -1.8292
H 1.5932 0.3033 -2.0918
H 0.8963 1.6629 0.5940
H 2.2235 0.5037 0.3927
H 0.3491 0.1254 2.3650
H -0.2566 -1.4870 1.9732
H 0.5964 -1.0990 -0.2786
H -2.3876 -1.1418 -1.0636
H -2.8201 -1.1086 0.6443
H -1.4747 -2.1380 0.1022

(5)
18
Properties=species:S:1:pos:R:3 method="wB97M-V/def2-TZVPD" mol_weight_g_mol=101.1 smiles="CC[C@@H](C)/N=C/O" charge=0 energy_ev=-8900.864 spin_multiplicity=1 orbital_gap_ev=10.96 e_above_lowest_kj_mol=80.4
C -1.7729 -0.7504 -0.8254
C -1.2699 0.3810 0.0670
C 0.2328 0.6475 -0.0815
C 0.6806 1.8486 0.7507
N 0.9417 -0.4948 0.4366
C 1.5602 -1.3413 -0.2584
O 2.1569 -2.3533 0.3960
H -1.5760 -0.5346 -1.8831
H -1.2836 -1.6994 -0.5811
H -2.8515 -0.8961 -0.7082
H -1.8148 1.3048 -0.1616
H -1.4651 0.1435 1.1216
H 0.4553 0.8302 -1.1481
H 0.1586 2.7633 0.4543
H 0.4765 1.6536 1.8100
H 1.7591 2.0069 0.6433
H 1.9145 -2.1139 1.3118
H 1.6974 -1.3957 -1.3440

(6)
18
Properties=species:S:1:pos:R:3 method="wB97M-V/def2-TZVPD" mol_weight_g_mol=101.1 smiles=C[C@H]1CN1CCO charge=0 energy_ev=-8899.661 spin_multiplicity=1 orbital_gap_ev=10.46 e_above_lowest_kj_mol=196.5
C 2.1119 -0.0604 -1.3771
C 1.2323 -0.6009 -0.2785
C 1.0747 0.0917 1.0234
N 0.0244 0.1473 0.0149
C -1.2007 -0.6071 0.2711
C -2.3663 0.3749 0.2966
O -2.1471 1.4188 1.2178
H 1.7290 -0.3409 -2.3646
H 3.1346 -0.4422 -1.2904
H 2.1408 1.0324 -1.3250
H 1.1341 -1.6894 -0.2434
H 1.6029 1.0255 1.2148
H 0.8845 -0.5206 1.9061
H -1.3590 -1.3327 -0.5380
H -1.1469 -1.1663 1.2221
H -2.5190 0.7681 -0.7222
H -3.2858 -0.1290 0.6083
H -1.2945 1.8064 0.9733

(7)
18
Properties=species:S:1:pos:R:3 method="wB97M-V/def2-TZVPD" mol_weight_g_mol=101.1 smiles="C/C=C/N.C=CO" charge=0 energy_ev=-8897.823 spin_multiplicity=1 orbital_gap_ev=8.09 e_above_lowest_kj_mol=373.8
C 0.5989 -0.1986 -1.3533
C 0.2933 2.1718 -0.6008
C -0.2938 -1.0746 1.8545
C 0.6229 0.7290 -0.3444
C -1.2015 -0.2420 1.3624
N 1.1023 -1.4366 -1.2383
O -1.9607 -0.4013 0.2903
H 0.0253 -0.0311 -2.3237
H -0.7546 2.3064 -0.3339
H 0.2489 2.3941 -1.6652
H 0.9037 2.7805 0.0811
H 1.8762 -1.5123 -0.5734
H 0.1948 -1.1001 2.7940
H -0.0080 -1.9962 1.3054
H 1.2580 0.6445 0.4780
H -1.6760 0.6433 2.0649
H 0.7750 -2.3439 -1.6739
H -2.0047 -1.3328 -0.1236

(8)
18
Properties=species:S:1:pos:R:3 method="wB97M-V/def2-TZVPD" mol_weight_g_mol=101.1 smiles="C=CC(=C)NC.O" charge=0 energy_ev=-8897.130 spin_multiplicity=1 orbital_gap_ev=7.49 e_above_lowest_kj_mol=440.7
C 2.2735 -0.3314 0.2278
N 1.2629 0.3673 -0.5283
C 0.0408 -0.2624 -0.5918
C -0.1544 -1.5956 -0.3600
C -2.3744 0.2235 -0.6990
C -1.1206 0.7170 -0.8019
H 2.0106 -0.6377 1.2467
H 2.4592 -1.3006 -0.2488
H 3.1687 0.2644 0.3306
H 1.3117 1.3664 -0.6032
H 0.4828 -2.0382 0.3947
H -0.8978 -2.1079 -0.9587
H -2.6401 -0.6305 -1.3349
H -3.1725 0.5370 -0.0193
H -0.7869 1.7549 -0.9444
H -0.8509 1.7462 1.1002
H -0.7069 0.5311 1.9790
O -0.3058 1.3964 1.8113